57
Properties=species:S:1:pos:R:3 method="wB97M-V/def2-TZVPD" lumo_energy_ev="-1.106 / -1.135" total_charge=0 e_above_lowest_kj_mol=142.67 max_force_ev_per_a=0.7 orbital_gap_ev="6.69 / 6.66" spin_multiplicity=1
H 0.5865 -1.9859 4.1729
O -2.1983 -1.9417 -0.4663
H -0.9030 5.3350 0.5886
C 1.1160 -3.9356 3.2341
C 3.2910 2.2635 0.0982
C 4.2723 0.1235 0.0797
O -2.9137 -1.3832 3.4710
N -1.6406 1.5477 -4.2109
C -2.7273 -0.1907 -3.0657
C 2.1133 1.7455 0.6160
N -0.0965 1.6892 1.3670
C 0.4366 -2.5735 3.2728
O -0.6930 -0.5790 0.3744
H -1.2514 -3.7762 0.9059
C -1.6755 3.4426 1.2423
C 0.7222 -2.8786 1.1335
O 1.0903 -1.8877 2.1463
C -2.6740 0.5458 -4.4157
C 0.6098 3.8268 0.6248
H 3.1163 -1.5121 0.7985
H -2.6940 3.7764 1.3751
H 2.3496 -4.2695 1.4488
H -1.5590 -3.4725 3.2096
C 4.3868 1.4721 -0.1822
C -1.0101 -2.6399 2.7759
H 1.3886 4.4639 0.2416
C -1.3189 -1.7392 0.3395
C -1.0396 1.4262 -3.0034
C -0.6760 4.3005 0.8095
H 0.4985 -4.6946 3.7107
H -2.0795 3.0454 -5.5966
H 0.7632 -5.0333 1.3393
N -1.6377 0.4342 -2.3342
C -1.2361 2.4340 -5.2664
C -0.7990 -2.8461 1.2400
H 1.1294 -2.5546 0.1793
C -1.7537 -1.3530 3.1263
H -3.6782 -0.0482 -2.5512
H -0.8577 1.8702 -6.1247
H -3.6241 1.0215 -4.6703
C 1.2989 -4.1624 1.7127
H -0.4479 3.0799 -4.8879
Co 0.3890 -0.1069 1.7467
H -1.3589 0.1604 -1.4059
C -1.3451 2.1332 1.5211
H -2.4022 -0.1203 -5.2407
C 2.0365 0.3658 0.8724
H -2.5659 -1.2618 -3.1654
C 0.8734 2.4891 0.8800
H 2.0753 -3.9026 3.7473
O -1.0133 -0.2857 3.0496
H 5.2917 1.8968 -0.5908
F 5.3311 -0.6664 -0.1866
C 3.1257 -0.4492 0.6026
S 0.2321 2.3641 -2.4407
H -2.0565 1.4148 1.9048
F 3.4027 3.5823 -0.1534